Record 1
{
  "formula": "C14H20NO4",
  "method": "the ωB97M-V functional and the def2-TZVPD basis",
  "species": ["C", "C", "C", "C", "C", "C", "C", "C", "C", "O", "O", "C", "C", "O", "C", "O", "C", "C", "N", "H", "H", "H", "H", "H", "H", "H", "H", "H", "H", "H", "H", "H", "H", "H", "H", "H", "H", "H", "H"],
  "xyz": [[5.064, 0.161, 0.189], [3.791, 0.546, 0.984], [2.639, 1.120, 0.107], [1.640, 0.042, -0.377], [2.136, -0.583, -1.747], [0.253, 0.607, -0.678], [-0.744, -0.296, -1.048], [-2.014, 0.167, -1.338], [-3.076, -0.872, -1.696], [-3.893, -0.663, -2.549], [-3.017, -2.064, -1.022], [-3.732, -2.006, 0.240], [-2.904, -1.324, 1.342], [-3.391, -1.604, 2.645], [-2.903, -0.599, 3.472], [-2.128, -0.786, 4.357], [-2.282, 1.552, -1.266], [-1.265, 2.368, -0.904], [-0.034, 1.901, -0.608], [4.862, -0.301, -0.786], [5.753, 0.999, 0.027], [5.597, -0.604, 0.775], [3.454, -0.332, 1.556], [4.104, 1.283, 1.739], [2.140, 1.876, 0.744], [3.074, 1.645, -0.759], [1.542, -0.763, 0.365], [1.953, -1.663, -1.745], [1.524, -0.148, -2.554], [3.168, -0.310, -1.974], [-0.500, -1.357, -1.080], [-3.949, -3.033, 0.555], [-4.690, -1.508, 0.033], [-1.835, -1.554, 1.194], [-2.999, -0.226, 1.185], [-3.250, 0.436, 3.252], [-3.290, 1.892, -1.492], [-1.476, 3.434, -0.817], [0.678, 2.569, -0.323]],
  "forces_ev_per_angstrom": [[0.032, -0.534, 0.298], [0.490, 0.040, -0.430], [0.097, -0.068, 0.831], [0.584, 0.919, -0.927], [-0.904, 0.334, 0.172], [0.884, -1.543, 0.441], [-0.267, 0.403, 0.028], [0.230, -0.697, 0.257], [-0.867, 0.041, -0.669], [0.702, 0.132, 0.634], [0.383, 0.792, 0.312], [-0.393, -0.482, 0.488], [-0.434, 1.165, -1.072], [0.666, 0.441, -0.131], [0.553, 0.116, 0.827], [-0.590, -0.272, -0.470], [-0.433, -1.426, -0.391], [-0.792, 1.292, 0.069], [-0.326, 0.211, -0.159], [-0.061, 0.150, 0.275], [-0.326, -0.111, 0.064], [0.049, 0.341, -0.248], [-0.128, 0.273, -0.251], [-0.286, -0.117, -0.236], [0.034, -0.269, -0.242], [-0.198, -0.063, 0.219], [-0.108, 0.353, -0.087], [0.382, 0.218, -0.161], [0.314, -0.246, 0.097], [-0.145, -0.384, 0.258], [-0.129, 0.264, -0.006], [0.166, 0.155, -0.339], [0.210, -0.075, 0.366], [-0.290, -0.318, 0.400], [0.188, -0.312, 0.020], [-0.250, -0.536, -0.329], [0.337, 0.239, 0.056], [0.569, -0.206, 0.056], [0.056, -0.217, -0.019]],
  "smiles": "CCC[C@H](C)c1cc(C(=O)OCCOC=O)cc[nH+]1",
  "total_charge": 1,
  "lumo_ev": -4.8794,
  "e_homo_ha": -0.50186,
  "e_above_lowest_kj_mol": 189.5,
  "gap_ev": 8.777,
  "fmax_ha_per_bohr": 0.03562
}

Record 2
{
  "formula": "C2H4N2O",
  "method": "the ωB97M-V functional and the def2-TZVPD basis",
  "species": ["H", "N", "C", "C", "N", "O", "H", "H", "H"],
  "xyz": [[-0.016, -0.523, -2.312], [0.160, -0.272, -1.364], [-0.153, -0.937, -0.359], [-0.165, -0.354, 0.979], [0.035, 0.916, 1.247], [-0.853, -1.212, 1.954], [-0.552, -1.992, -0.483], [0.568, 1.629, 0.790], [-0.384, 1.426, 1.987]],
  "forces_ev_per_angstrom": [[-0.087, -1.209, -0.339], [0.636, 2.709, 0.550], [-0.360, -2.567, -1.728], [-5.190, -4.922, 6.216], [0.673, 1.407, 0.115], [4.157, 5.059, -5.517], [0.377, 1.177, 0.898], [0.510, -0.727, -1.563], [-0.717, -0.927, 1.369]],
  "smiles": "[H]/N=C/C(N)=O",
  "total_charge": 0,
  "lumo_ev": [-0.2315, -0.2316],
  "e_homo_ha": [-0.35523, -0.35527],
  "e_above_lowest_kj_mol": 212.5,
  "gap_ev": [9.435, 9.436],
  "fmax_ha_per_bohr": 0.18428
}

Record 3
{
  "formula": "CH14O5S",
  "method": "the ωB97M-V functional and the def2-TZVPD basis",
  "species": ["C", "S", "H", "H", "H", "H", "O", "H", "H", "O", "H", "H", "O", "H", "H", "O", "H", "H", "O", "H", "H"],
  "xyz": [[-2.347, -1.092, 0.315], [-2.726, -0.803, -1.415], [-3.242, -1.402, 0.849], [-1.739, -1.998, 0.334], [-1.885, -0.291, 0.868], [-1.483, -0.794, -1.914], [1.560, -2.465, 2.225], [1.057, -3.009, 1.609], [1.951, -1.852, 1.599], [-0.398, 1.462, -1.725], [-1.232, 1.779, -1.375], [-0.259, 1.645, -2.653], [2.539, -0.683, -1.482], [2.916, 0.200, -1.428], [1.644, -0.525, -1.164], [2.031, 2.315, 0.273], [1.345, 2.290, 0.942], [1.480, 2.396, -0.517], [-0.439, 1.333, 1.421], [-0.119, 0.984, 2.263], [-0.655, 0.511, 0.974]],
  "forces_ev_per_angstrom": [[0.254, -1.411, 0.012], [-0.590, 0.338, -0.261], [-0.294, 0.328, -0.188], [0.288, 0.225, 0.284], [-0.394, 0.042, -0.112], [0.037, -0.027, 0.221], [-0.331, -0.010, -0.462], [-0.127, -0.349, 0.309], [0.490, 0.409, 0.086], [1.084, -0.439, 0.734], [-0.237, 0.217, -0.589], [-0.595, 0.318, -0.160], [-0.222, 0.067, 0.067], [0.241, 0.062, 0.090], [-0.097, -0.039, -0.050], [0.045, 0.139, -0.508], [-0.156, -0.175, 0.344], [0.141, -0.057, -0.078], [0.158, -0.138, 0.596], [-0.002, 0.330, 0.156], [0.306, 0.172, -0.490]],
  "smiles": "CS.O.O.O.O.O",
  "total_charge": 0,
  "lumo_ev": 0.1324,
  "e_homo_ha": -0.35066,
  "e_above_lowest_kj_mol": 92.4,
  "gap_ev": 9.674,
  "fmax_ha_per_bohr": 0.02789
}

Record 4
{
  "formula": "C2H2N2O",
  "method": "the ωB97M-V functional and the def2-TZVPD basis",
  "species": ["C", "N", "C", "O", "N", "H", "H"],
  "xyz": [[-1.072, -0.106, 0.002], [0.026, -1.049, 0.117], [1.051, -0.275, 0.040], [0.685, 1.087, -0.119], [-0.679, 1.120, -0.130], [-2.161, -0.345, 0.021], [2.150, -0.433, 0.070]],
  "forces_ev_per_angstrom": [[0.898, -0.699, 0.104], [-0.809, 1.361, -0.149], [-0.818, 1.986, -0.249], [0.910, -1.969, 0.269], [-0.328, -0.500, 0.018], [1.333, -0.041, 0.012], [-1.186, -0.139, -0.006]],
  "smiles": "c1ncon1",
  "total_charge": 0,
  "lumo_ev": 1.0407,
  "e_homo_ha": -0.40980,
  "e_above_lowest_kj_mol": 143.1,
  "gap_ev": 12.192,
  "fmax_ha_per_bohr": 0.04251
}

Record 5
{
  "formula": "BrFIN",
  "method": "the ωB97M-V functional and the def2-TZVPD basis",
  "species": ["N", "F", "Br", "I"],
  "xyz": [[-0.142, -0.188, 0.400], [-0.638, -1.186, -0.420], [-1.119, 1.379, -0.001], [1.899, -0.005, 0.021]],
  "forces_ev_per_angstrom": [[0.046, 0.114, 0.893], [-0.019, -0.131, -0.474], [0.109, -0.021, -0.213], [-0.136, 0.038, -0.206]],
  "total_charge": 0,
  "lumo_ev": -1.3963,
  "e_homo_ha": -0.35997,
  "e_above_lowest_kj_mol": 0.0,
  "gap_ev": 8.399,
  "fmax_ha_per_bohr": 0.01753
}

Record 6
{
  "formula": "CH5BrSi",
  "method": "the ωB97M-V functional and the def2-TZVPD basis",
  "species": ["C", "Si", "Br", "H", "H", "H", "H", "H"],
  "xyz": [[-0.326, -0.072, -1.237], [0.599, 0.038, 1.075], [-1.098, 0.374, 2.479], [0.547, 0.014, -1.805], [-0.897, -1.027, -1.672], [-0.973, 0.715, -1.400], [1.309, 1.330, 1.145], [0.840, -1.371, 1.415]],
  "forces_ev_per_angstrom": [[0.041, -3.545, 2.236], [-3.179, -0.281, -3.123], [-0.125, 0.171, 0.066], [1.397, 0.343, -0.907], [1.347, 1.675, 1.704], [-1.158, 1.957, 0.032], [0.634, -0.553, 0.011], [1.042, 0.233, -0.018]],
  "total_charge": 0,
  "lumo_ev": 0.6231,
  "e_homo_ha": -0.34467,
  "e_above_lowest_kj_mol": 199.1,
  "gap_ev": 10.002,
  "fmax_ha_per_bohr": 0.08684
}

- What is the formula in the third record?
  CH14O5S